43
Properties=species:S:1:pos:R:3 method="wB97M-V/def2-TZVPD" charge=0 multiplicity=2 homo_lumo_gap_ev="10.1 / 3.9" e_tot_ev=-94125.50776 homo_ev="-9.66 / -9.62"
Br -18.32615 14.51723 13.75581
C -16.73691 11.39602 10.47906
C -16.01596 12.72512 10.72352
C -16.89476 13.93241 10.25444
O -15.69989 12.81585 12.06304
H -17.74411 11.31139 10.88708
H -16.28470 10.60233 11.07375
H -16.75874 11.12653 9.42312
H -15.06516 12.73143 10.19056
H -17.83995 14.00746 10.79211
H -17.08170 13.88838 9.18149
H -16.34788 14.87395 10.30454
H -16.34868 13.45381 12.36914
C -20.46231 10.96649 12.74702
C -21.51821 10.72391 13.87613
O -21.77000 11.77698 14.71356
O -19.18673 10.90706 13.34898
H -20.62357 11.94431 12.29320
H -20.62888 10.18166 12.00919
H -21.14552 9.98095 14.58126
H -22.46745 10.41655 13.43730
H -20.99042 11.88255 15.26375
H -18.85795 11.80138 13.23193
C -20.00339 13.35008 17.39537
C -21.03387 14.36707 16.90685
O -20.43012 15.39011 16.14501
O -19.55679 12.54327 16.34268
H -20.50542 12.71276 18.12331
H -19.20259 13.87121 17.92000
H -21.71220 14.81744 17.63151
H -21.70787 13.90149 16.18777
H -19.87887 14.99991 15.46276
H -18.94170 13.05612 15.81330
C -16.23990 17.82027 13.23984
C -15.39823 17.60624 14.54571
O -15.29301 16.22608 14.72132
O -17.59370 17.70162 13.42570
H -15.92867 17.16375 12.42730
H -15.96797 18.80433 12.85804
H -15.83535 18.20055 15.34810
H -14.41680 18.00171 14.28403
H -16.18896 15.89257 14.63398
H -17.86959 16.78879 13.31516